P) C9H13N3O | ωB97M-V/def2-TZVPD

Positions of all 26 atoms, in Å:
H: 1.0134 -1.1748 -1.2845
N: 1.8618 -1.6141 -0.8114
C: 2.5312 -0.7083 -0.2358
C: 3.9089 -0.9111 0.3447
N: 2.0661 0.5801 0.1224
C: 0.6908 0.9753 -0.0012
C: 0.2302 2.2506 -0.4348
C: -1.1074 2.5281 -0.6052
C: -2.0810 1.6096 -0.1756
C: -1.6078 0.3644 0.3249
C: -2.6677 -0.6457 0.9061
N: -3.2066 -1.5389 -0.1878
O: -2.0487 -2.2448 -0.8298
C: -0.2993 0.0349 0.3697
H: 3.7963 -1.4012 1.3949
H: 4.4473 -1.5982 -0.3985
H: 4.5589 0.0879 0.3588
H: 2.7846 1.2808 0.3134
H: 0.9723 3.0422 -0.5268
H: -1.4385 3.4560 -1.0253
H: -3.1875 1.7673 -0.2738
H: -2.0242 -1.2302 1.5225
H: -3.5762 0.0019 1.3486
H: -3.6461 -2.2574 0.4317
H: -1.9811 -1.7551 -1.5954
H: 0.0103 -0.8995 0.9485

The HOMO energy comes out at -8.32 eV. The SMILES is [H]/N=C(/C)Nc1cccc(CNO)c1. As for the molar mass: 179.22 g/mol.

---

Q) C9H13N3O | ωB97M-V/def2-TZVPD

Positions of all 26 atoms, in Å:
C: -2.7282 -1.5497 0.4640
C: -3.5130 0.6214 -0.5778
C: 0.8552 -0.5575 0.0561
C: 1.7498 -1.6007 -0.2586
C: 3.1627 -1.5050 -0.2792
C: 3.7564 -0.2912 -0.1242
C: 2.9391 0.7850 0.1804
C: 1.5686 0.7078 0.2697
C: 0.7882 1.9247 0.6561
H: -3.6871 -1.5918 1.3897
H: -1.5417 -2.1832 1.0319
H: -2.8190 -2.1468 -0.6192
H: -3.0833 1.6003 -0.7889
H: -3.6377 0.0720 -1.5005
H: -4.5038 0.7682 -0.0307
H: 1.2245 -2.5437 -0.6195
H: 3.7418 -2.3300 -0.7376
H: 4.8421 -0.1507 -0.3147
H: 3.5741 1.6958 0.5798
H: -0.0896 1.7039 1.2775
H: 1.4665 2.5842 1.1202
H: -0.1722 2.0777 -1.0680
N: -2.5318 -0.0991 0.1844
N: -1.2225 0.1483 -0.0784
N: -0.4856 -0.8551 0.2130
O: 0.3466 2.7151 -0.4254

The HOMO energy comes out at -8.40 eV. As for the molar mass: 179.22 g/mol.

---

Most stable of them? P).

---

P) C11H15NO | ωB97M-V/def2-TZVPD

Positions of all 28 atoms, in Å:
C: 1.6923 2.6546 -0.1785
C: 1.2847 0.3753 -0.0627
C: 2.2360 -0.3784 0.4467
C: 2.3500 -1.7116 0.4422
C: 1.4750 -2.3790 -0.5162
C: 0.5759 -1.6506 -1.1055
C: 0.4591 -0.2814 -0.8799
C: -0.8338 0.4473 -1.3629
C: -1.6854 1.2633 -0.3947
C: -2.1237 -0.1111 -0.5520
C: -2.2958 -1.0231 0.6331
H: 2.0875 3.4378 0.7293
H: 2.4939 1.9748 -0.9792
H: 0.5678 3.0933 -0.8044
H: 3.0505 -0.0605 1.3434
H: 2.8060 -2.2909 1.5135
H: 1.4500 -3.3348 -0.9467
H: -0.1980 -1.9994 -1.9877
H: -0.9322 0.7013 -2.3545
H: -1.1451 1.3792 0.7181
H: -2.0750 2.1562 -0.9591
H: -2.9354 -0.2259 -1.3975
H: -2.0619 -2.0500 0.5410
H: -3.2840 -1.2101 0.9674
H: -1.5328 -0.8854 2.7079
H: -1.2712 0.9474 2.0731
N: -1.4107 -0.4370 1.7499
O: 1.2565 1.5987 0.6158

The HOMO energy comes out at -8.41 eV. As for the molar mass: 177.25 g/mol.

---

Q) C11H15NO | ωB97M-V/def2-TZVPD

Positions of all 28 atoms, in Å:
C: 1.5780 1.1815 1.5577
C: 1.5516 1.1883 0.0724
C: 2.5530 1.2921 -0.8655
N: 2.1208 1.1021 -2.1874
C: 0.7523 0.7138 -2.1221
C: -0.1993 0.3929 -3.1576
C: -1.4652 0.2291 -2.6866
C: -1.9523 0.6322 -1.4504
C: -0.9765 0.9655 -0.5311
C: 0.4019 0.8210 -0.8109
H: 0.7271 0.5980 1.8183
H: 1.8418 1.9859 2.2933
H: 2.3529 0.4527 1.7410
H: 3.4005 1.8468 -0.7484
H: 2.6666 1.1129 -3.0085
H: 0.1487 0.2714 -4.1250
H: -2.2173 -0.2645 -3.3716
H: -3.0367 0.6093 -1.1123
H: -1.2081 1.5933 0.4181
C: -0.3975 -1.6139 1.5105
C: -1.4461 -1.6647 2.7084
O: -1.8728 -3.0385 2.7646
H: -0.1139 -0.7093 0.9892
H: -0.8105 -2.0025 0.5117
H: 0.6864 -2.0197 1.6894
H: -0.7750 -1.5602 3.5968
H: -2.3769 -0.8912 2.7185
H: -1.9337 -3.2241 1.7875

The HOMO energy comes out at -7.99 eV. The SMILES is Cc1c[nH]c2ccccc12.CCO. As for the molar mass: 177.25 g/mol.

---

Most stable of them? Q).

---

P) C4H11N4 | ωB97M-V/def2-TZVPD

Positions of all 19 atoms, in Å:
C: -2.9696 0.5687 -0.4913
N: -1.6294 0.0753 -0.2751
N: -1.4664 -1.1011 -0.0584
C: -0.1457 -1.6000 0.2785
N: 0.9244 -0.5507 0.2947
C: 0.5558 0.6283 0.9941
N: 1.9847 -0.8071 -0.4096
C: 2.7405 0.3878 -0.7825
H: -2.9292 1.3247 -1.2516
H: -3.4990 0.8652 0.4994
H: -3.7279 -0.1281 -0.7002
H: -0.2164 -1.8900 1.3893
H: 0.2700 -2.5257 -0.4169
H: -0.2216 1.0793 0.4179
H: 0.0187 0.4050 1.9691
H: 1.4422 1.2581 1.1471
H: 3.5155 0.0255 -1.5129
H: 2.0370 1.1560 -1.0975
H: 3.3164 0.8288 0.0057

As for the total charge: +1. The HOMO energy (alpha / beta) comes out at -13.44 / -13.44 eV. The SMILES is C/N=N/C/[N+](C)=N/C. As for the molar mass: 115.16 g/mol.

---

Q) C4H11N4 | ωB97M-V/def2-TZVPD

Positions of all 19 atoms, in Å:
C: -1.5901 -0.8765 -0.2920
N: -0.5918 0.0736 -0.6954
N: -0.9096 1.3950 -0.2637
C: 0.3132 2.0241 0.2556
C: 1.3208 1.1846 0.3818
C: 1.0364 -0.2464 0.0321
N: 1.8214 -0.7620 -0.9766
N: 0.8292 -1.0742 1.1228
H: -1.8216 -0.8350 0.7844
H: -2.5052 -0.7155 -0.8742
H: -1.2098 -1.8675 -0.5280
H: -1.6507 1.3996 0.4671
H: -1.2675 1.9487 -1.0619
H: 0.2735 3.0791 0.4634
H: 2.3045 1.4458 0.7320
H: 1.9343 -0.1744 -1.7879
H: 1.6246 -1.7189 -1.2322
H: 1.1511 -2.0243 1.0259
H: 0.9934 -0.6863 2.0383

As for the total charge: +1. The HOMO energy comes out at -13.26 eV. The SMILES is CN1[NH2+]C=CC1(N)N. As for the molar mass: 115.16 g/mol.

---

R) C4H11N4 | ωB97M-V/def2-TZVPD

Positions of all 19 atoms, in Å:
C: 0.1496 1.3628 -1.7049
C: 0.3575 -0.0860 0.3660
C: 0.2975 -0.7097 2.7254
C: -0.6406 -1.0396 -1.6580
N: 1.0643 2.0819 -0.9579
N: 1.4550 1.7859 0.1104
N: -0.3321 -0.1691 1.5402
N: -0.4328 0.1537 -0.8169
H: -0.6783 1.9991 -2.0242
H: 0.6435 0.9427 -2.5835
H: 1.1998 -0.7529 0.2473
H: 1.0557 -1.4316 2.4376
H: 0.7567 0.0644 3.3427
H: -0.4707 -1.2210 3.3040
H: -1.0831 -1.8312 -1.0526
H: -1.3137 -0.8081 -2.4826
H: 0.3113 -1.3920 -2.0515
H: -0.9922 0.5723 1.7431
H: -1.3477 0.4786 -0.4848

As for the total charge: +1. The HOMO energy comes out at -11.72 eV. As for the molar mass: 115.16 g/mol.

---

Most stable of them? Q).

---

P) C2H3INO3 | ωB97M-V/def2-TZVPD

Positions of all 10 atoms, in Å:
C: -0.8297 2.3516 1.1177
C: 1.0968 1.0157 0.1205
N: 0.9393 -1.5203 -0.0449
O: 1.6005 1.9599 -0.1995
O: 0.5598 0.0015 0.3443
O: -1.6099 1.7730 1.7218
I: -3.6183 2.6494 2.7922
H: -0.7614 3.3166 0.7876
H: 0.1908 -2.1979 0.0116
H: 0.9075 -1.4981 -1.0580

As for the total charge: +1. The HOMO energy (alpha / beta) comes out at -12.85 / -12.55 eV. As for the molar mass: 215.95 g/mol.

---

Q) C2H3INO3 | ωB97M-V/def2-TZVPD

Positions of all 10 atoms, in Å:
C: -0.6205 -0.5242 2.0404
C: -0.5971 0.2816 0.7627
N: 0.5499 -0.3632 -1.2471
O: -0.8382 1.5263 0.5394
O: 0.1479 -0.4423 -0.0008
O: -0.1410 -1.6081 2.2178
I: -2.1763 2.7175 1.4577
H: -1.0581 -0.0273 2.8572
H: 0.7306 -1.3039 -1.6259
H: 0.8570 0.4458 -1.7869

As for the total charge: +1. The HOMO energy (alpha / beta) comes out at -14.53 / -14.53 eV. As for the molar mass: 215.95 g/mol.

---

Most stable of them? Q).

---

P) CH12O5 | ωB97M-V/def2-TZVPD

Positions of all 18 atoms, in Å:
C: 0.2139 2.5441 -0.5571
O: -0.1056 1.1788 -0.8203
H: -0.4549 2.9174 0.2128
H: 1.2373 2.5354 -0.1886
H: 0.2129 3.1268 -1.4779
H: -0.5193 0.9077 -1.6416
O: -0.4994 -2.8673 0.6170
H: -1.3665 -2.6857 0.2320
H: -0.5699 -2.4443 1.4810
O: 1.6346 0.1205 1.9437
H: 1.2889 -0.3669 1.1682
H: 2.5137 0.3953 1.6729
O: -2.2331 -0.8548 0.0672
H: -2.8075 -0.5645 -0.6432
H: -1.3650 -0.4345 0.0380
O: 1.1981 -1.1272 -0.4397
H: 0.6647 -1.9271 -0.5759
H: 0.9570 -0.4538 -1.0887

The HOMO energy comes out at -10.48 eV. The SMILES is CO.O.O.O.O. As for the molar mass: 104.10 g/mol.

---

Q) CH12O5 | ωB97M-V/def2-TZVPD

Positions of all 18 atoms, in Å:
C: 1.3142 0.1096 1.0628
O: 0.6844 0.0901 -0.1834
H: 1.8543 1.0201 1.3352
H: 2.0607 -0.6866 1.0403
H: 0.6624 -0.0792 1.9166
H: -0.0247 0.7468 -0.1900
O: -0.1983 4.1355 -2.3986
H: 0.5229 4.4587 -2.9534
H: 0.0442 3.2182 -2.2259
O: -2.2424 -4.1396 0.0490
H: -2.3320 -4.2871 0.9938
H: -1.4227 -3.6366 -0.0641
O: 0.6275 -3.1969 0.4406
H: 1.1213 -3.7618 1.0443
H: 1.1839 -2.4470 0.1988
O: -1.1194 2.4840 -0.0606
H: -1.7234 2.8905 -0.6887
H: -1.0127 3.0812 0.6832

The HOMO energy comes out at -10.38 eV. The SMILES is CO.O.O.O.O. As for the molar mass: 104.10 g/mol.

---

R) CH12O5 | ωB97M-V/def2-TZVPD

Positions of all 18 atoms, in Å:
C: 1.5923 1.3498 1.2065
O: 1.1092 1.2401 -0.1400
H: 0.8063 1.5985 1.9287
H: 1.9223 0.3372 1.4164
H: 2.3728 2.1006 1.3036
H: 0.8201 2.1121 -0.4049
O: -1.1334 -1.3821 -1.6725
H: -1.4226 -1.0530 -0.8087
H: -0.8888 -0.6130 -2.1733
O: -0.7932 -0.8558 1.4322
H: -0.6685 -1.5110 0.7377
H: -0.3924 -1.1243 2.2601
O: -2.1983 1.8759 -0.7598
H: -1.7969 2.0825 0.1060
H: -3.1457 1.8985 -0.7148
O: 1.3936 -2.8106 -0.8969
H: 0.5411 -2.3808 -1.0967
H: 1.8821 -2.8644 -1.7236

The HOMO energy comes out at -10.41 eV. The SMILES is CO.O.O.O.O. As for the molar mass: 104.10 g/mol.

---

Most stable of them? Q).

---

P) C2H2BrN3 | ωB97M-V/def2-TZVPD

Positions of all 8 atoms, in Å:
C: 1.4482 1.4918 -0.1996
C: 0.1329 -0.3804 0.2035
N: 2.3795 2.1472 -0.3057
N: 0.2982 0.8056 -0.1500
N: -1.6785 -1.0345 0.2333
Br: 1.2208 -1.8933 0.2814
H: -2.2021 -0.2553 0.6582
H: -1.5990 -0.8810 -0.7210

The HOMO energy comes out at -10.70 eV. As for the molar mass: 147.96 g/mol.

---

Q) C2H2BrN3 | ωB97M-V/def2-TZVPD

Positions of all 8 atoms, in Å:
C: 1.2963 -0.7480 0.0789
C: -0.3624 0.4685 -0.8414
N: 2.2553 -1.2183 -0.4246
N: -0.0731 0.0355 1.7186
N: 0.3821 -0.1614 0.5749
Br: -2.1042 1.0665 -0.7450
H: -1.0510 0.4140 1.4201
H: -0.3430 0.1433 -1.7816

The HOMO energy (alpha / beta) comes out at -8.78 / -9.65 eV. As for the molar mass: 147.96 g/mol.

---

Most stable of them? P).